Record 1
{"formula": "C4H14N2OS", "method": "the ωB97M-V functional and the def2-TZVPD basis", "fmax_ev_per_a": 7.2, "e_homo_ev": -8.3, "relative_energy_ev": 3.014, "total_charge": 0, "smiles": "CN[C@@H](CN)CS.O", "gap_ev": 8.8, "elements": ["C", "N", "C", "C", "N", "C", "S", "H", "H", "H", "H", "H", "H", "H", "H", "H", "H", "H", "H", "O", "H", "H"], "coordinates": [[-0.12, 1.74, -2.21], [-1.21, 0.95, -1.52], [-0.87, 0.41, -0.24], [-1.35, -1.10, -0.32], [-1.95, -1.76, 0.93], [0.60, 0.32, 0.30], [0.85, 0.81, 1.97], [-0.63, 2.43, -2.90], [0.60, 1.12, -2.80], [0.45, 2.18, -1.43], [-1.62, 0.34, -2.07], [-1.45, 0.95, 0.49], [-2.08, -1.50, -1.04], [-0.56, -1.80, -0.59], [-2.75, -1.30, 1.34], [-1.30, -1.96, 1.74], [1.12, 1.17, -0.17], [1.38, -0.46, 0.08], [0.01, 1.93, 1.88], [2.53, -1.80, -0.69], [3.17, -1.67, -1.27], [2.39, -2.57, -0.22]]}

=====

Record 2
{"formula": "C4H14N2OS", "method": "the ωB97M-V functional and the def2-TZVPD basis", "fmax_ev_per_a": 1.0, "e_homo_ev": -8.5, "relative_energy_ev": 0.594, "total_charge": 0, "smiles": "CN[C@@H](CN)CS.O", "gap_ev": 9.1, "elements": ["C", "N", "C", "C", "N", "C", "S", "H", "H", "H", "H", "H", "H", "H", "H", "H", "H", "H", "H", "O", "H", "H"], "coordinates": [[-0.28, 2.55, -0.19], [0.05, 1.60, 0.86], [0.30, 0.21, 0.52], [-0.94, -0.64, 0.18], [-1.99, -0.62, 1.22], [1.38, 0.00, -0.51], [3.08, 0.26, 0.15], [0.37, 2.37, -1.05], [-0.09, 3.56, 0.17], [-1.32, 2.51, -0.50], [-0.54, 1.66, 1.67], [0.63, -0.22, 1.45], [-1.38, -0.42, -0.80], [-0.70, -1.69, 0.09], [-2.53, 0.24, 1.21], [-1.53, -0.75, 2.11], [1.26, 0.65, -1.38], [1.38, -0.99, -0.94], [2.87, 1.56, 0.40], [0.04, -3.81, -1.22], [0.72, -3.90, -1.90], [-0.79, -4.13, -1.55]]}

=====

Record 3
{"formula": "C4H14N2P", "method": "the ωB97M-V functional and the def2-TZVPD basis", "fmax_ev_per_a": 3.2, "e_homo_ev": -13.2, "relative_energy_ev": 2.518, "total_charge": 1, "gap_ev": 10.0, "elements": ["C", "C", "C", "C", "N", "N", "P", "H", "H", "H", "H", "H", "H", "H", "H", "H", "H", "H", "H", "H", "H"], "coordinates": [[-2.19, 0.27, -1.45], [0.54, 1.72, 0.99], [3.27, -0.67, -0.80], [2.01, -0.22, -0.85], [0.73, -0.78, 2.23], [-1.90, -1.12, -0.95], [0.75, -0.08, 0.70], [-3.25, 0.35, -1.81], [-2.09, 0.99, -0.55], [-1.59, 0.47, -2.34], [1.08, 2.11, 0.08], [1.17, 2.01, 1.87], [-0.52, 2.09, 0.87], [3.84, -0.68, -1.74], [3.79, -1.03, 0.06], [1.26, -0.12, -1.80], [1.24, -0.16, 2.84], [0.74, -1.74, 2.50], [-2.73, -1.49, -0.43], [-1.89, -1.69, -1.83], [-0.38, -0.64, 0.21]]}

=====

Record 4
{"formula": "C4H14N2S", "method": "the ωB97M-V functional and the def2-TZVPD basis", "fmax_ev_per_a": 1.6, "multiplicity": 2, "e_homo_ev": [-1.2, -3.4], "relative_energy_ev": 0.199, "total_charge": -1, "gap_ev": [5.3, 7.4], "s2": 0.75, "elements": ["C", "N", "C", "N", "H", "H", "H", "H", "H", "H", "H", "H", "H", "C", "C", "S", "H", "H", "H", "H", "H"], "coordinates": [[1.19, -2.13, 0.79], [0.90, -2.46, -0.60], [2.10, -0.91, 0.79], [2.31, -0.38, 2.14], [1.70, -2.98, 1.29], [0.33, -1.89, 1.43], [0.24, -3.23, -0.64], [0.34, -1.70, -1.06], [1.65, -0.15, 0.16], [3.07, -1.14, 0.33], [1.52, 0.23, 2.37], [-0.40, 0.28, 0.82], [3.14, 0.21, 2.19], [-2.65, 2.39, -1.86], [-1.94, 1.86, -0.61], [-1.23, 0.16, -0.97], [-3.49, 1.75, -2.15], [-1.97, 2.47, -2.71], [-3.08, 3.38, -1.63], [-2.60, 1.68, 0.23], [-1.13, 2.54, -0.34]]}

=====

Record 5
{"formula": "C4H14N2S", "method": "the ωB97M-V functional and the def2-TZVPD basis", "fmax_ev_per_a": 1.9, "e_homo_ev": -7.8, "relative_energy_ev": 0.765, "total_charge": 0, "smiles": "NCCN.CCS", "gap_ev": 8.6, "elements": ["N", "C", "C", "N", "H", "H", "H", "H", "H", "H", "H", "H", "C", "C", "S", "H", "H", "H", "H", "H", "H"], "coordinates": [[-0.63, -0.96, -3.19], [-0.94, -0.19, -1.96], [0.14, 0.84, -1.70], [0.03, 1.61, -0.43], [0.12, -1.63, -2.95], [-1.43, -1.57, -3.37], [-1.02, -0.85, -1.07], [-1.90, 0.32, -2.09], [0.20, 1.56, -2.53], [1.08, 0.28, -1.70], [0.60, 2.44, -0.48], [-0.94, 1.94, -0.41], [-0.55, 0.62, 2.83], [-0.25, -0.74, 2.15], [1.22, -0.69, 1.14], [-0.51, 1.44, 2.08], [0.20, 0.83, 3.58], [-1.52, 0.65, 3.33], [-1.12, -1.04, 1.52], [-0.09, -1.52, 2.90], [0.58, 0.54, 0.43]]}

=====

Record 6
{"formula": "C4H14N2Si2", "method": "the ωB97M-V functional and the def2-TZVPD basis", "fmax_ev_per_a": 3.4, "e_homo_ev": -8.2, "relative_energy_ev": 5.064, "total_charge": 0, "gap_ev": 9.1, "elements": ["C", "C", "C", "C", "N", "N", "Si", "Si", "H", "H", "H", "H", "H", "H", "H", "H", "H", "H", "H", "H", "H", "H"], "coordinates": [[-0.30, 1.66, -0.39], [0.69, 1.28, 0.74], [-2.40, 0.80, 0.62], [2.09, -0.79, 1.24], [-1.35, 0.67, -0.39], [1.06, -0.10, 0.50], [-0.44, -0.75, -0.30], [0.22, -1.94, -2.22], [-0.63, 2.64, -0.45], [0.30, 1.53, -1.38], [1.56, 1.92, 0.70], [0.23, 1.37, 1.87], [-2.59, 1.93, 0.78], [-3.29, 0.22, 0.32], [-1.96, 0.61, 1.61], [2.31, -1.81, 0.84], [3.03, -0.14, 1.07], [1.75, -0.90, 2.26], [-1.18, -1.65, 0.48], [-0.62, -1.86, -3.39], [0.06, -3.40, -1.81], [1.47, -1.30, -2.69]]}

=====

Record 7
{"formula": "C4H14N3", "method": "the ωB97M-V functional and the def2-TZVPD basis", "fmax_ev_per_a": 0.3, "e_homo_ev": -13.1, "relative_energy_ev": 0.673, "total_charge": 1, "gap_ev": 10.0, "elements": ["C", "C", "N", "H", "H", "H", "H", "H", "H", "H", "C", "N", "C", "N", "H", "H", "H", "H", "H", "H", "H"], "coordinates": [[2.29, -0.90, 0.73], [2.10, 0.47, 1.37], [1.00, 1.19, 0.71], [2.29, -0.82, -0.37], [3.24, -1.33, 1.01], [1.51, -1.61, 1.02], [1.84, 0.33, 2.42], [3.03, 1.03, 1.32], [0.92, 2.12, 1.11], [1.25, 1.34, -0.26], [-1.84, 0.83, -2.18], [-1.67, -1.39, 0.74], [-1.37, -0.62, -0.28], [-2.23, -0.01, -1.03], [-2.50, 0.62, -3.01], [-0.83, 0.59, -2.47], [-1.92, 1.88, -1.92], [-2.60, -1.74, 0.92], [-0.96, -1.56, 1.44], [-0.32, -0.45, -0.49], [-3.21, 0.01, -0.78]]}

=====

Record 8
{"formula": "C4H14N3", "method": "the ωB97M-V functional and the def2-TZVPD basis", "fmax_ev_per_a": 4.0, "e_homo_ev": -14.2, "relative_energy_ev": 4.608, "total_charge": 1, "gap_ev": 10.0, "elements": ["C", "C", "C", "C", "N", "N", "N", "H", "H", "H", "H", "H", "H", "H", "H", "H", "H", "H", "H", "H", "H"], "coordinates": [[2.91, 0.16, 0.21], [-1.86, -2.17, -0.23], [1.47, -0.23, -0.24], [0.52, 0.53, 0.65], [-1.45, 1.61, 1.01], [-0.92, 1.29, -1.22], [-0.52, 1.16, 0.17], [3.12, 1.08, -0.34], [2.75, 0.43, 1.20], [3.66, -0.64, -0.12], [-1.04, -1.84, -0.87], [-2.37, -3.14, -0.46], [-2.57, -1.43, -0.60], [1.21, -1.16, 0.19], [1.32, -0.24, -1.34], [-1.58, -1.93, 0.76], [0.88, 0.83, 1.71], [-2.16, 2.29, 0.60], [-1.21, 1.73, 1.99], [-1.90, 0.87, -1.30], [-0.26, 0.81, -1.76]]}

=====

| no. | E (eV) |
| --- | --- |
| 1 | -20235.015 |
| 2 | -20237.434 |
| 3 | -16635.650 |
| 4 | -18188.934 |
| 5 | -18189.675 |
| 6 | -23108.879 |
| 7 | -8839.350 |
| 8 | -8835.414 |